The following is a DFT calculation (the ωB97M-V functional and the def2-TZVPD basis) of 17 unconnected molecules or ions with the total composition C36H115N9O17.

Structure (XYZ):
```
177
Properties=species:S:1:pos:R:3
H -4.867 -0.255 2.653
C 7.731 6.058 0.770
C 4.445 3.680 6.706
H 1.089 3.364 -1.296
N -1.342 -5.345 0.423
O -2.955 0.075 2.959
H 0.693 -7.987 -0.274
H -1.358 9.887 2.890
C -4.986 -1.994 -1.383
C -1.049 -5.957 -6.815
H 4.550 -2.172 -5.072
H -0.823 -0.081 -0.800
H 0.615 -1.913 -4.583
C -7.494 -2.023 -1.685
C -1.553 -7.532 1.326
H 3.947 0.703 -4.725
C -1.706 5.260 1.389
C -0.685 -4.436 -6.872
H 3.302 -1.316 4.420
H 5.301 -2.150 -2.123
C -4.338 0.884 1.098
C -2.785 -0.876 3.985
H 0.257 -3.155 3.077
H -10.821 -2.700 -1.133
C 0.176 -7.070 -0.557
H -1.896 -2.766 -1.521
H -0.905 -6.367 -5.816
H 2.417 -5.586 -2.509
H 3.491 4.917 2.986
H 1.471 1.066 -0.725
H 8.200 5.076 0.712
H 4.261 4.095 7.697
H 1.111 2.624 4.596
H 3.696 -0.698 -2.477
H 1.473 7.592 2.758
H -1.302 -1.181 0.535
O 1.849 -3.702 0.556
H -4.265 2.391 2.365
H 6.053 3.879 1.278
H 3.087 2.622 -1.097
H -0.659 -4.694 0.064
H -1.973 7.774 1.003
H -2.068 -7.624 -8.750
H -2.221 -7.018 2.018
H -0.268 1.839 1.045
H -1.667 7.522 2.686
H 1.131 -4.081 -7.833
H 1.335 4.914 4.072
H 0.855 -3.015 -6.401
H 2.128 -7.305 -2.175
O 1.066 -6.002 -1.027
C 6.250 5.839 0.375
H -1.934 -5.528 -0.375
H 0.210 7.995 3.914
H 0.536 8.703 1.005
H -7.364 -0.961 -1.898
H -7.487 -2.584 -2.619
H 7.790 6.478 1.775
H -0.343 -6.541 -7.405
C 4.703 0.356 -4.020
C 1.653 -6.330 -2.287
H 0.598 2.833 -2.626
O -0.025 -2.025 -0.877
H 1.513 -2.976 0.030
H -2.593 -8.115 -7.124
H 1.823 3.878 7.253
H 1.302 9.228 3.420
H 3.903 -2.947 -3.597
N 1.640 0.188 -0.255
H -4.911 -2.220 -2.447
H -5.719 1.750 2.433
H 5.737 5.176 2.309
H -3.748 -0.883 4.497
O 3.365 3.998 5.835
H 1.371 -4.747 -6.292
H 2.342 2.369 6.853
C -9.921 -2.471 -1.703
H -9.821 -3.321 -2.379
H 2.055 -1.229 3.565
C 0.953 3.349 5.395
O 4.181 4.763 1.006
H -7.340 -4.154 -0.919
H -2.494 -1.800 3.486
H 5.829 -0.582 -2.114
H -1.073 -3.992 -7.789
H -1.843 4.979 2.433
H -2.167 -7.967 0.537
H -0.984 -8.293 1.860
H -1.226 2.907 4.388
C 5.562 4.852 1.283
C -1.184 7.519 1.709
C 3.425 4.252 2.125
O -2.382 -6.144 -7.304
O 1.000 2.557 -1.803
H -6.471 -2.041 0.201
H 1.246 1.455 1.945
C 1.531 -2.057 -4.009
H 1.591 -1.365 -3.169
H -2.644 5.526 0.901
H -0.381 4.849 4.424
H -3.374 -4.987 -2.645
H 6.108 5.431 -0.625
H 8.246 6.722 0.075
H -3.838 -1.167 1.532
H 5.281 4.298 6.378
C -3.186 1.428 0.163
N -0.796 9.957 2.055
H 1.706 -4.478 0.014
H 1.469 -3.037 2.177
H -2.665 -6.322 -2.727
O 2.798 -0.711 3.875
H -4.999 0.401 0.378
C 0.639 -0.208 0.693
H -0.468 3.552 6.791
O 4.063 -0.316 1.085
H -4.802 -0.939 -1.183
C -0.495 -0.876 -0.131
O -2.658 -5.489 -2.255
C 4.345 -0.916 -3.325
C -6.365 -2.473 -0.794
H 5.884 7.710 -0.239
H -0.322 0.756 2.369
N -1.388 -3.684 -5.781
H 4.732 1.167 -3.293
N -6.383 -3.931 -0.686
H -0.051 1.984 6.605
C -0.907 -2.457 -1.859
O -8.736 -2.273 -0.946
H -2.342 -4.004 -5.869
H 0.235 -6.277 1.384
C 3.841 -2.076 -4.250
H -4.114 -2.478 -0.943
C 0.314 1.061 1.539
H 3.719 -0.454 1.967
H -3.586 2.309 -0.340
H -3.714 -7.213 -8.325
H -0.081 10.630 2.289
H 1.509 -3.092 -3.667
N 5.565 -1.362 -2.698
H 5.590 0.299 -4.650
H -0.465 -7.306 -1.406
H -10.178 -1.655 -2.378
C -0.133 8.697 1.865
O 3.998 2.587 -0.807
N -0.211 2.850 6.112
C -2.718 -7.372 -7.912
C 0.757 8.362 3.045
C 0.609 4.745 4.868
H -1.997 1.748 3.793
H 4.629 6.957 0.344
H 1.116 -0.956 1.327
H -1.394 4.350 0.876
O 1.075 -2.669 2.969
O -1.944 2.703 3.788
N 5.618 7.079 0.503
H 2.377 4.091 1.872
C 2.197 3.341 6.382
N -5.011 2.046 1.777
H -6.291 -4.074 0.310
H 4.109 3.369 -0.267
C -3.975 -0.206 2.029
H -1.114 -4.080 -4.893
H 3.831 3.307 2.486
O -0.698 6.261 1.320
H -0.923 -1.756 -2.694
H -2.923 0.657 -0.561
O 2.583 -1.795 -4.903
H -1.971 -0.533 4.623
H 1.576 -0.496 -0.995
H -0.633 -3.392 -2.349
C 0.750 -4.019 -6.814
H 1.000 -6.360 -3.160
C -0.576 -6.499 0.690
H 3.293 -0.113 0.555
H 0.767 5.554 5.582
H -2.345 1.735 0.784
H 4.644 2.609 6.736
```

Energy above the lowest of the compared OMol25 structures with the same formula, charge and spin ... 0.0 kcal/mol
HOMO level (spin up / spin down) ... 0.0055 / -0.2485 Eh
E_LUMO (spin up / spin down) ... 1.76 / 1.71 eV
Total charge ... -1
⟨S²⟩ ... 0.75
Spin multiplicity ... 2
Frontier orbital gap (spin up / spin down) ... 1.61 / 8.47 eV

The following is a DFT calculation (the ωB97M-V functional and the def2-TZVPD basis) of a molecular structure, C36H19Cl2CrF5N4O4S2.

Structure (XYZ):
```
73
Properties=species:S:1:pos:R:3
C 2.335 -0.801 1.286
C -3.117 0.815 0.975
H -4.977 -0.658 3.464
Cr -0.416 0.166 0.273
F 1.648 2.645 0.604
H -8.399 -3.706 1.627
C -5.280 0.142 0.197
H -4.903 -5.230 3.968
H -2.752 -0.951 -1.774
O -6.344 -4.923 2.499
N -6.394 1.552 2.698
H -0.960 -5.198 -0.031
H -1.292 3.792 -5.021
C -2.559 3.974 -1.878
O -0.829 -1.057 1.815
C 1.588 0.290 0.893
F 5.514 0.613 2.279
C -6.915 -0.743 2.512
H -1.894 2.829 -0.190
C -1.445 3.571 -3.971
F 1.818 -2.055 1.217
C 2.250 1.500 0.978
N -0.033 1.258 -1.502
C -0.541 -2.676 -0.564
C -3.275 -0.451 -0.965
C -7.868 -1.662 2.014
C -1.422 -5.116 2.045
C -2.225 1.546 1.788
H -1.895 -4.723 4.117
C -2.399 4.253 -3.234
C -6.473 -3.546 2.545
C -1.797 3.004 -1.247
C -5.526 -2.678 3.064
C -7.656 -3.022 2.022
N -7.276 0.591 2.468
C 3.637 -0.726 1.748
Cl -1.687 -1.931 4.447
C -4.521 0.785 1.189
C -0.680 2.600 -3.339
C 3.553 1.631 1.431
C 4.250 0.507 1.824
C -4.672 -0.455 -0.886
C -5.104 -5.443 2.911
S 2.143 -0.219 -2.297
Cl -1.634 -6.841 2.224
C -4.157 2.219 3.090
H -6.358 0.140 0.284
N -2.527 0.150 -0.071
C -1.035 -2.302 1.840
C -1.607 -4.288 3.168
H -4.596 -3.045 3.480
C -1.090 -4.570 0.843
O -0.930 1.592 1.451
H -3.008 5.012 -3.709
H -4.282 -5.041 2.312
H -4.565 2.775 3.926
C 0.872 0.867 -2.410
C -0.901 -3.179 0.723
C -5.071 1.470 2.335
F 4.155 2.834 1.502
H -5.152 -6.521 2.770
F 4.317 -1.829 2.123
H -3.288 4.524 -1.296
S 0.610 1.638 -3.981
H -5.253 -0.948 -1.653
C -0.861 2.280 -1.985
C -5.742 -1.301 3.049
H -8.791 -1.252 1.619
H -2.130 2.847 3.468
O -0.310 -1.510 -0.874
H -0.472 -3.423 -1.369
C -1.433 -2.940 3.068
C -2.785 2.255 2.838
```

Energy above the lowest of the compared OMol25 structures with the same formula, charge and spin ... 0.0 kcal/mol
HOMO level (spin up / spin down) ... -0.0148 / -0.0554 Eh
E_LUMO (spin up / spin down) ... 3.81 / 3.79 eV
Total charge ... -2
⟨S²⟩ ... 6.07
Spin multiplicity ... 5
Frontier orbital gap (spin up / spin down) ... 4.21 / 5.30 eV

The following is a DFT calculation (the ωB97M-V functional and the def2-TZVPD basis) of a molecular structure, C36H21CaN8O5.

Structure (XYZ):
```
71
Properties=species:S:1:pos:R:3
C 4.099 0.883 5.325
H 4.240 2.976 5.784
C 3.019 0.315 3.282
H 3.228 6.068 -2.725
C -1.974 0.346 1.971
H 2.900 -4.560 2.932
H -2.060 2.368 1.429
C -1.160 -2.173 -2.007
H -0.243 3.955 -4.109
C 2.344 4.736 -1.294
N 0.881 -2.116 0.180
H -2.791 -4.281 -2.601
C 2.430 5.363 -2.529
H -5.906 -1.979 -4.462
C 0.974 2.989 0.072
C 1.613 -3.936 1.312
O -2.758 1.142 -0.092
C -3.153 2.225 -0.907
O -2.397 3.924 -2.312
C -2.047 2.986 -1.639
N -0.332 1.253 -2.221
C 1.685 -2.518 1.216
C 0.391 -5.720 0.156
H -3.664 1.628 1.712
C 3.234 2.651 3.915
C 2.208 -4.883 2.164
H 0.757 -7.686 0.901
H 2.342 -6.954 2.646
H 1.595 5.578 -4.492
N -0.461 -0.995 -2.160
C -3.207 -3.341 -2.940
H 4.612 0.592 6.234
H -1.572 -0.320 3.666
C -4.435 -3.273 -3.571
H -0.309 -6.033 -0.609
Ca 0.355 0.041 -0.273
N -0.789 -3.169 -1.284
N 1.910 0.528 1.270
C 0.983 -6.631 0.997
O -1.318 -0.499 1.414
C 1.893 -6.209 1.999
C 2.417 -0.433 2.166
N -0.169 2.361 -0.130
C 1.503 5.083 -3.533
N 1.792 2.912 1.133
C -0.588 2.523 -1.561
C -1.040 0.170 -2.426
C -4.944 -2.039 -3.969
H -3.731 2.964 -0.345
C 1.300 3.851 -1.093
H 3.061 4.915 -0.503
C 0.375 3.574 -2.086
N 2.339 -1.718 2.113
O -2.128 0.385 3.296
H 3.059 3.698 3.698
O -2.338 0.231 -2.876
C -2.674 1.474 1.268
H -4.594 0.091 -4.032
H 3.823 -1.148 4.630
C 0.706 -4.360 0.302
C 0.270 -3.179 -0.370
C 2.088 1.759 1.741
H -5.003 -4.177 -3.752
H -3.797 1.827 -1.690
C 3.888 2.241 5.070
C -2.989 -0.965 -3.106
C 3.666 -0.094 4.439
C 0.468 4.178 -3.325
C -4.222 -0.881 -3.735
C -2.461 -2.190 -2.705
C 2.804 1.675 3.033
```

Energy above the lowest of the compared OMol25 structures with the same formula, charge and spin ... 0.0 kcal/mol
HOMO level ... -0.1077 Eh
E_LUMO ... 2.21 eV
Total charge ... -1
Frontier orbital gap ... 5.14 eV

The following is a DFT calculation (the ωB97M-V functional and the def2-TZVPD basis) of a molecular structure, C36H22Br4I2N2O6PTa.

Structure (XYZ):
```
74
Properties=species:S:1:pos:R:3
C 1.718 -0.118 -1.938
C -2.777 -1.765 -0.458
C -1.624 3.986 1.328
C -2.294 3.873 2.568
O -1.487 -1.428 -0.369
H -3.198 1.446 -0.717
C -2.591 2.644 3.069
C -1.234 5.209 0.729
H 2.617 -3.242 0.903
H 3.786 -1.152 2.030
C 1.522 1.809 1.805
C 1.371 -4.621 1.969
C 0.168 -4.814 2.627
H -0.076 -5.784 3.039
C -1.063 -3.077 -5.900
H 1.706 2.063 0.766
N -3.010 0.565 -1.173
C 4.220 -0.335 -1.731
O -1.454 0.018 -3.229
H 6.043 -1.053 1.029
H -3.256 0.632 -2.154
C -1.354 -0.922 -4.181
H -3.898 -0.286 0.519
O -3.188 -2.889 -0.408
C 1.073 1.158 4.460
C -0.253 4.023 -1.114
C -2.220 1.503 2.328
Ta -0.433 -0.241 -1.532
C -0.394 -3.072 -4.674
H 0.910 0.898 5.499
C -1.306 2.777 0.660
H -4.630 -0.839 -0.987
C 0.790 -2.320 1.557
C 1.684 -3.378 1.433
C 1.588 2.792 2.776
Br -0.849 -4.542 -7.065
N -1.613 1.558 1.175
H 1.818 3.813 2.497
H -3.092 2.532 4.021
H -2.429 0.511 2.719
H -1.150 -1.720 2.257
H 4.315 -0.085 -2.780
Br -3.177 0.533 -5.719
C 5.328 -0.579 -0.942
C -0.431 -2.529 2.202
C -3.689 -0.549 -0.521
I 0.791 4.039 -2.914
H -0.263 6.164 -0.905
O -0.316 1.672 -1.210
Br -2.812 -2.000 -7.893
H 0.792 -0.852 3.775
C -0.737 -3.766 2.741
H 6.321 -0.530 -1.369
C 1.211 0.493 2.151
C -0.563 5.227 -0.458
H -2.560 4.769 3.114
C -0.615 2.807 -0.592
H -1.690 -3.918 3.231
C 1.003 0.169 3.486
C -1.891 -2.010 -6.250
C -2.045 -0.932 -5.374
C 5.171 -0.876 0.412
O -0.029 -1.893 -2.593
C 1.351 2.469 4.107
H 1.395 3.240 4.866
C 2.788 -0.721 0.175
P 1.073 -0.703 0.785
O 1.701 0.364 -3.049
C 3.907 -0.939 0.974
H 2.068 -5.442 1.864
Br 0.719 -4.476 -4.098
C 2.951 -0.408 -1.166
C -0.542 -1.998 -3.821
I -1.666 7.045 1.640
```

Energy above the lowest of the compared OMol25 structures with the same formula, charge and spin ... 28.0 kcal/mol
HOMO level ... -0.2941 Eh
E_LUMO ... -0.87 eV
Frontier orbital gap ... 7.13 eV